Entry 1:
Molecular formula: C3H8NO2
Method: DFT, wB97M-V/def2-TZVPD

Structure (ORCA input):
```
! wB97M-V def2-TZVPD RIJCOSX def2/J DEFGRID3
* xyz 1 1
C -0.13716 1.13327 -1.10732
C 0.03665 -0.28644 -0.74470
C -0.42699 -1.47709 -0.06094
N 0.90229 0.19658 -1.53579
O 0.95770 0.52628 1.61892
O -1.56621 -1.30597 0.69767
H -0.89381 1.41256 -1.82982
H 0.14396 1.89509 -0.39087
H 0.42186 -1.89127 0.51750
H -0.66867 -2.23718 -0.82555
H 1.73497 0.07119 -2.07949
H 0.55855 0.88191 2.42133
H 1.90631 0.58416 1.76124
H -1.41145 -0.68663 1.42368
*
```

Properties
orbital gap: 10.97 eV
energy above the lowest of the compared OMol25 structures with the same formula, charge and spin: 333.3 kJ/mol
total energy: -324.00032 hartree

Löwdin analysis output, partial charges in e: atom 1 (C): 0.045, atom 2 (C): -0.093, atom 3 (C): -0.200, atom 4 (N): 0.236, atom 5 (O): -0.019, atom 6 (O): 0.012, atom 7 (H): 0.128, atom 8 (H): 0.115, atom 9 (H): 0.159, atom 10 (H): 0.171, atom 11 (H): 0.188, atom 12 (H): 0.077, atom 13 (H): 0.074, atom 14 (H): 0.107



Entry 2:
Molecular formula: C3H8NO2
Method: DFT, wB97M-V/def2-TZVPD

Structure (ORCA input):
```
! wB97M-V def2-TZVPD RIJCOSX def2/J DEFGRID3
* xyz 1 1
C 1.59302 0.59951 -0.43423
C -1.71032 -0.10787 -0.76205
C -0.39060 -0.18881 1.17716
N 1.38423 -0.29788 0.58522
O 2.12056 -1.06875 1.09033
O -1.02139 0.55189 0.35264
H 0.61371 1.23150 -0.56061
H 1.71918 0.04372 -1.42638
H 2.46943 1.15811 -0.26760
H -1.84428 -1.26259 -0.69075
H -1.24371 0.20894 -1.71481
H -2.71404 0.19611 -0.68274
H -0.70032 -1.28150 1.10456
H -0.27545 0.21761 2.22926
*
```

Properties
orbital gap: 9.14 eV
energy above the lowest of the compared OMol25 structures with the same formula, charge and spin: 555.8 kJ/mol
total energy: -323.91557 hartree

Löwdin analysis output, partial charges in e: atom 1 (C): 0.009, atom 2 (C): 0.009, atom 3 (C): -0.069, atom 4 (N): -0.121, atom 5 (O): 0.223, atom 6 (O): -0.141, atom 7 (H): 0.144, atom 8 (H): 0.172, atom 9 (H): 0.112, atom 10 (H): 0.144, atom 11 (H): 0.110, atom 12 (H): 0.083, atom 13 (H): 0.155, atom 14 (H): 0.171



Entry 3:
Molecular formula: C3H8NO2
Method: DFT, wB97M-V/def2-TZVPD

Structure (ORCA input):
```
! wB97M-V def2-TZVPD RIJCOSX def2/J DEFGRID3
* xyz 1 1
O -0.16561 -0.40840 1.60063
C 0.52478 -1.32454 1.99693
O 0.74094 -2.43068 1.30468
H 0.52525 -1.51453 3.09274
H 1.55450 -2.84819 1.62800
C 0.18005 0.96382 -1.11211
C -0.08518 0.62374 -2.37593
N -0.84292 1.25652 -0.08644
H 1.20996 0.94469 -0.76759
H 0.46709 -0.21226 -2.77250
H -0.91095 1.06967 -2.94038
H -1.08835 2.24724 -0.23054
H -0.47240 1.00325 0.88453
H -1.63716 0.62968 -0.22201
*
```

Properties
orbital gap: 10.59 eV
energy above the lowest of the compared OMol25 structures with the same formula, charge and spin: 273.4 kJ/mol
total energy: -324.02315 hartree

Löwdin analysis output, partial charges in e: atom 1 (O): 0.031, atom 2 (C): -0.309, atom 3 (O): 0.134, atom 4 (H): 0.168, atom 5 (H): 0.139, atom 6 (C): -0.156, atom 7 (C): 0.071, atom 8 (N): 0.161, atom 9 (H): 0.122, atom 10 (H): 0.082, atom 11 (H): 0.087, atom 12 (H): 0.179, atom 13 (H): 0.123, atom 14 (H): 0.167